No. 1
ORCA calculation (ωB97M-V with the def2-TZVPD basis set) on C34H26ClN2O4PRhS2Te as an isolated structure.

Geometry as XYZ:
```
72
Properties=species:S:1:pos:R:3
Rh -0.13 0.14 0.05
O -3.99 0.30 -1.69
C -2.77 0.16 -1.59
O -2.02 0.82 -0.81
C -2.11 -0.89 -2.49
C -2.94 -1.90 -2.96
C -2.48 -2.89 -3.81
C -1.17 -2.86 -4.24
C -0.33 -1.85 -3.80
C -0.77 -0.87 -2.91
S 0.43 0.33 -2.41
H -3.97 -1.87 -2.63
H -3.15 -3.68 -4.13
H -0.79 -3.62 -4.91
H 0.70 -1.82 -4.13
Cl -0.12 2.97 0.35
C 0.12 3.11 2.06
C -0.22 4.33 2.64
C -0.02 4.52 4.00
C 0.54 3.51 4.76
C 0.87 2.31 4.17
C 0.65 2.07 2.82
P 1.14 0.49 2.03
C 0.93 -0.79 3.31
C 1.66 -1.97 3.16
C 1.41 -3.06 3.98
C 0.44 -2.98 4.96
C -0.29 -1.81 5.12
C -0.06 -0.72 4.29
C 2.94 0.77 1.96
C 3.42 1.38 0.81
C 4.76 1.70 0.69
C 5.64 1.41 1.72
C 5.17 0.79 2.87
C 3.83 0.48 3.00
H -0.65 5.11 2.02
H -0.29 5.47 4.45
H 0.71 3.66 5.82
H 1.31 1.52 4.78
H 2.41 -2.05 2.38
H 1.98 -3.97 3.84
H 0.23 -3.83 5.60
H -1.07 -1.75 5.87
H -0.66 0.16 4.39
H 2.74 1.57 -0.01
H 5.12 2.17 -0.22
H 6.69 1.65 1.62
H 5.85 0.55 3.68
H 3.47 -0.01 3.90
Te 1.82 -1.80 -0.92
C 3.45 -2.54 0.27
C 4.57 -1.89 0.73
C 5.40 -2.71 1.52
C 4.91 -3.98 1.67
S 3.44 -4.17 0.81
H 4.77 -0.85 0.52
H 6.32 -2.37 1.98
H 5.34 -4.79 2.23
C -3.87 -1.17 3.25
N -3.00 -1.84 2.31
C -3.17 -3.16 2.01
C -2.39 -3.80 1.13
C -1.31 -3.06 0.46
O -0.53 -3.62 -0.32
N -1.22 -1.73 0.75
C -1.99 -1.13 1.67
O -1.79 0.06 1.98
H -3.75 -1.60 4.25
H -4.91 -1.26 2.94
H -3.59 -0.12 3.27
H -3.99 -3.65 2.53
H -2.52 -4.84 0.90
```

Computed properties:
maximum force: 0.0090 Eh/bohr
Kohn-Sham gap (alpha / beta): 6.29 / 6.01 eV
spin multiplicity: 5
energy above the lowest of the compared OMol25 structures with the same formula, charge and spin: 45.9 kJ/mol
charge: -1
LUMO (alpha / beta): 2.3 / 1.5 eV
E_HOMO (alpha / beta): -3.95 / -4.48 eV
calculated total energy: -3698.3059 Eh

No. 2
ORCA calculation (ωB97M-V with the def2-TZVPD basis set) on a 2-piece molecular cluster, C2HFI2O overall.

Geometry as XYZ:
```
7
Properties=species:S:1:pos:R:3
C -0.17 -0.59 -0.93
C -0.70 -0.33 0.45
O 0.16 -1.67 -1.37
F -0.36 -1.15 1.38
I 2.47 1.94 1.04
I -1.32 1.59 0.95
H -0.08 0.22 -1.52
```

Computed properties:
maximum force: 0.0772 Eh/bohr
Kohn-Sham gap (alpha / beta): 8.70 / 5.71 eV
energy above the lowest of the compared OMol25 structures with the same formula, charge and spin: 171.9 kJ/mol
LUMO (alpha / beta): -1.6 / -3.3 eV
E_HOMO (alpha / beta): -10.29 / -9.05 eV
calculated total energy: -847.1930 Eh

No. 3
ORCA calculation (ωB97M-V with the def2-TZVPD basis set) on C4H2S as an isolated structure.

Geometry as XYZ:
```
7
Properties=species:S:1:pos:R:3
C 1.41 0.85 -0.10
C -0.56 -0.83 -0.14
C 0.23 0.37 -0.43
C -0.99 1.02 -0.06
S -2.16 -0.21 -0.19
H 2.23 0.22 0.13
H -0.16 -1.41 0.79
```

Computed properties:
maximum force: 0.0455 Eh/bohr
Kohn-Sham gap (alpha / beta): 6.81 / 6.81 eV
energy above the lowest of the compared OMol25 structures with the same formula, charge and spin: 484.9 kJ/mol
LUMO (alpha / beta): -1.3 / -1.3 eV
E_HOMO (alpha / beta): -8.15 / -8.15 eV
calculated total energy: -551.5013 Eh

No. 4
ORCA calculation (ωB97M-V with the def2-TZVPD basis set) on one molecule with the formula C20H19N3O4S.

Geometry as XYZ:
```
47
Properties=species:S:1:pos:R:3
C -5.98 2.85 -1.21
H -6.62 2.05 -0.84
H -5.43 2.53 -2.10
H -6.58 3.72 -1.44
S -4.82 3.37 0.08
C -3.79 1.97 0.33
C -4.00 0.73 -0.26
C -3.14 -0.32 -0.01
C -2.05 -0.16 0.85
C -1.87 1.09 1.46
C -2.72 2.13 1.21
H -2.56 3.10 1.67
H -1.03 1.21 2.13
C -1.05 -1.20 1.13
O -0.24 -1.08 2.03
C -1.01 -2.41 0.19
C -0.07 -3.51 0.73
C 1.26 -3.54 -0.03
H 1.99 -4.13 0.53
H 1.13 -4.02 -1.01
C 1.80 -2.13 -0.22
N 0.83 -1.30 -0.92
C 0.97 0.03 -1.04
O 0.12 0.75 -1.53
C 2.28 0.59 -0.54
C 3.29 0.85 -1.41
C 4.47 1.44 -0.89
N 5.59 1.78 -1.47
O 6.39 2.30 -0.53
N 5.74 2.28 0.72
O 6.31 2.70 1.70
C 4.53 1.74 0.51
C 3.47 1.48 1.39
C 2.36 0.90 0.84
H 1.51 0.67 1.47
H 3.55 1.72 2.43
H 3.23 0.63 -2.47
C -0.48 -1.89 -1.15
H -0.41 -2.69 -1.88
H -1.11 -1.09 -1.55
H 2.74 -2.15 -0.79
H 2.01 -1.71 0.77
H -0.55 -4.48 0.67
H 0.14 -3.29 1.78
H -2.01 -2.81 0.06
H -3.34 -1.27 -0.48
H -4.83 0.57 -0.93
```

Computed properties:
maximum force: 0.0264 Eh/bohr
Kohn-Sham gap: 7.67 eV
energy above the lowest of the compared OMol25 structures with the same formula, charge and spin: 396.9 kJ/mol
LUMO: -0.7 eV
E_HOMO: -8.41 eV
calculated total energy: -1636.8194 Eh

No. 5
ORCA calculation (ωB97M-V with the def2-TZVPD basis set) on one molecule with the formula C5H11NO.

Geometry as XYZ:
```
18
Properties=species:S:1:pos:R:3
C 0.42 -0.78 0.69
C -0.43 0.38 0.95
C 0.00 1.62 0.04
C -1.94 -0.01 0.73
C 0.63 -1.36 -0.95
N 2.06 -1.17 -1.20
O -0.12 -0.69 -1.79
H 0.23 -2.36 -0.94
H 1.41 -0.68 1.12
H -0.34 0.85 1.95
H -0.79 2.36 0.03
H 0.99 1.93 0.38
H 0.14 1.14 -0.93
H -2.58 0.86 0.96
H -2.09 -0.76 1.49
H -2.06 -0.34 -0.31
H 2.19 -0.40 -1.86
H 2.31 -0.60 -0.37
```

Computed properties:
maximum force: 0.0785 Eh/bohr
Kohn-Sham gap: 6.33 eV
energy above the lowest of the compared OMol25 structures with the same formula, charge and spin: 604.7 kJ/mol
LUMO: -2.1 eV
E_HOMO: -8.45 eV
calculated total energy: -326.9010 Eh

No. 6
ORCA calculation (ωB97M-V with the def2-TZVPD basis set) on one molecule with the formula C2H3N5O.

Geometry as XYZ:
```
11
Properties=species:S:1:pos:R:3
H -2.78 -1.22 -0.55
N -2.63 -0.21 -0.37
C -1.37 0.22 0.25
N 0.06 -0.36 0.37
O 0.24 -1.70 0.27
N 1.58 -1.77 -0.25
N 2.21 -0.74 -0.10
C 1.28 0.41 -0.01
N 1.71 1.63 -0.09
H 0.89 2.39 -0.33
H -1.20 1.35 0.82
```

Computed properties:
maximum force: 0.1598 Eh/bohr
Kohn-Sham gap: 8.76 eV
SMILES string: [H]/N=C\n1onn/c1=N/[H]
energy above the lowest of the compared OMol25 structures with the same formula, charge and spin: 768.0 kJ/mol
LUMO: -0.9 eV
E_HOMO: -9.64 eV
calculated total energy: -426.7651 Eh